(1)
The following is a DFT calculation (ωB97M-V with the def2-TZVPD basis set) of C23H24N2O7 in the gas phase at a distorted geometry.

XYZ file:
```
56
C23H24N2O7 | OMol25 | ωB97M-V with the def2-TZVPD basis set
H -1.10 -0.73 -4.14
H 1.04 2.06 0.58
O 1.42 -2.40 0.32
O 1.52 -1.24 -2.66
H -3.68 0.87 -3.87
N -0.40 -1.54 -1.50
H 0.41 1.56 4.69
H -1.17 1.29 -0.37
C -0.42 -3.63 -2.60
N -0.13 3.31 2.71
H -0.26 3.53 3.50
H 2.68 -3.50 3.61
O -0.68 3.64 0.43
C 0.66 1.32 3.84
H -0.37 2.12 -3.54
C 1.17 0.08 3.82
H 2.17 -0.01 0.40
C 1.75 0.38 1.32
H -0.15 -4.86 -2.22
C -0.75 4.03 1.63
C -0.27 1.22 -3.55
H -3.33 0.98 -1.33
H -3.03 -0.79 -2.92
H -1.76 0.49 -4.97
C -1.48 5.22 2.29
H -2.38 4.99 2.88
O 2.05 -2.52 5.98
C -2.32 1.20 -2.08
O 1.30 -4.55 -0.23
O -2.18 -1.39 -0.20
C 0.97 -3.45 -0.42
C -0.01 -3.04 -1.33
H 0.59 -3.43 -3.27
C 0.11 0.58 -2.18
H -1.40 -3.44 -3.13
H 3.56 -1.87 0.59
H -2.58 2.11 -2.12
C 1.03 1.66 1.37
H -1.09 -3.27 -0.65
C 2.66 -2.50 0.90
C 0.65 -0.70 -2.13
C 0.61 2.27 2.58
C 1.88 -0.44 2.39
H 0.59 1.05 -4.11
H -0.86 5.69 2.91
O 1.35 -0.56 4.80
H 0.75 1.38 -1.88
C -1.42 0.34 -4.12
H -1.89 5.89 1.46
C 2.31 -1.60 2.34
H 2.76 -3.57 1.20
C 2.38 -2.60 3.50
C -1.45 -0.61 -0.82
C -1.30 0.66 -1.14
C 2.13 -1.89 4.78
C -2.67 0.17 -3.35
```

As for the energy above the lowest of the compared OMol25 structures with the same formula, charge and spin: 21.452 eV. Its SMILES is CC(=O)Nc1ccc2c(COC(=O)[C@H](C)N3C(=O)[C@H]4CCCC[C@H]4C3=O)cc(=O)oc2c1. As for the max |F|: 0.338 hartree/bohr. As for the HOMO energy: -7.90 eV. The calculation puts the total energy at -41534.499 eV.

Results of the Mulliken charge analysis, in e, for atoms 1 through 4:
1. H 0.1626
2. H 1.6702
3. O 0.0262
4. O -0.6087

(2)
The following is a DFT calculation (ωB97M-V with the def2-TZVPD basis set) of C23H24N2OS in the gas phase.

XYZ file:
```
51
C23H24N2OS | OMol25 | ωB97M-V with the def2-TZVPD basis set
H -6.71 0.05 1.36
H -6.81 -1.37 0.28
N -2.47 -0.72 -0.07
H 1.07 -2.61 3.12
H -3.08 -1.45 0.27
H 0.32 -0.62 -3.33
H -4.44 4.08 0.73
H 6.44 1.21 0.31
H -1.04 1.57 0.20
H 1.44 1.28 -2.24
H 0.74 -1.70 -1.98
C 4.37 0.75 0.02
C 1.45 -1.24 1.53
C -4.86 2.00 0.49
H 1.87 3.01 -0.07
C 5.22 2.97 0.32
C -1.39 -1.18 -0.76
H 2.56 -0.07 -2.39
C 2.73 -2.06 -0.31
C 2.83 -3.29 0.32
H -6.93 0.27 -0.40
H 1.01 0.82 0.09
H -5.92 2.14 0.59
H -1.09 0.60 -1.69
S -1.03 -2.79 -0.64
C 1.89 0.34 -0.36
H 3.20 -1.93 -1.27
H -2.00 3.80 0.53
C 0.50 -0.67 -2.25
H 6.05 3.64 0.49
H 2.31 -4.46 2.04
C 2.24 -3.50 1.56
C 1.55 -2.46 2.16
H 3.76 4.53 0.30
C 2.04 -1.02 0.29
C -4.02 3.11 0.56
C 1.65 0.27 -1.88
C 5.44 1.61 0.23
O -5.06 -0.41 0.18
C -6.45 -0.34 0.36
H 0.89 -0.43 2.00
C 3.08 1.24 -0.09
H 4.55 -0.32 -0.05
C 2.88 2.61 0.01
H 3.37 -4.10 -0.16
C 3.94 3.47 0.22
C -2.11 1.69 0.23
C -4.33 0.74 0.27
C -2.94 0.58 0.12
N -0.71 -0.33 -1.54
C -2.65 2.95 0.45
```

As for the energy above the lowest of the compared OMol25 structures with the same formula, charge and spin: 0.200 eV. Its SMILES is COc1ccccc1NC(=S)NCCC(c1ccccc1)c1ccccc1. As for the max |F|: 0.012 hartree/bohr. As for the HOMO energy: -7.80 eV. The calculation puts the total energy at -40104.030 eV.

Results of the Mulliken charge analysis, in e, for atoms 1 through 4:
1. H 0.3810
2. H 0.2536
3. N -0.0156
4. H 0.3967

(3)
The following is a DFT calculation (ωB97M-V with the def2-TZVPD basis set) of a molecular structure, C23H24N3O2V at a distorted geometry.

XYZ file:
```
53
C23H24N3O2V | OMol25 | ωB97M-V with the def2-TZVPD basis set
C 11.01 10.57 6.73
H 10.26 6.19 3.83
H 5.99 11.67 3.26
H 10.34 17.58 3.55
N 9.77 9.33 5.02
H 6.55 13.16 7.11
H 11.78 10.81 7.48
H 4.39 14.28 6.32
C 11.58 8.23 6.20
C 4.33 14.12 5.24
H 12.33 8.20 6.95
H 9.65 15.15 3.58
H 6.63 10.96 8.10
C 10.75 9.28 6.01
V 8.46 11.25 5.24
C 10.06 15.65 4.48
H 8.01 8.32 6.96
C 11.11 16.82 6.72
H 11.53 17.25 7.59
C 5.70 13.93 4.72
C 6.50 10.15 4.77
C 6.63 9.88 6.16
C 10.38 7.03 4.49
C 11.39 7.09 5.43
C 10.99 17.54 5.57
C 6.52 12.30 6.46
H 10.89 13.88 7.80
H 6.51 7.70 6.18
C 6.94 8.50 6.79
H 3.66 13.30 4.94
O 10.99 14.86 7.94
H 6.60 15.05 6.27
N 10.21 11.50 6.36
C 6.21 12.53 5.16
C 6.24 11.43 4.31
H 7.61 14.84 4.72
C 9.93 13.48 5.61
C 9.57 8.20 4.32
C 10.45 16.94 4.43
H 8.78 8.22 3.57
H 3.94 15.08 4.89
C 6.68 11.01 7.01
C 6.63 15.04 5.17
H 5.79 13.93 3.65
H 6.43 8.42 7.74
H 6.24 16.03 4.85
H 6.52 9.33 4.11
H 11.28 18.60 5.55
H 12.00 6.22 5.65
C 10.21 14.91 5.62
N 10.41 12.77 6.62
C 10.75 15.51 6.78
O 9.33 12.92 4.60
```

As for the energy above the lowest of the compared OMol25 structures with the same formula, charge and spin: 0.630 eV. Its spin multiplicity is 4. As for the max |F|: 0.050 hartree/bohr. As for the charge: +1. As for the HOMO energy (alpha / beta): -10.61 / -10.61 eV. The calculation puts the total energy at -58488.137 eV. The expectation value of S² is 3.766.

Results of the Mulliken charge analysis, in e, for atoms 1 through 4:
1. C -0.7206
2. H 0.4352
3. H 0.4903
4. H 0.3925

(4)
The following is a DFT calculation (ωB97M-V with the def2-TZVPD basis set) of a molecular structure, C23H24N9O3PS3Sc at a distorted geometry.

XYZ file:
```
64
C23H24N9O3PS3Sc | OMol25 | ωB97M-V with the def2-TZVPD basis set
H -1.01 1.43 3.17
H 5.32 0.97 -4.71
H 0.98 -1.45 -2.31
H 5.80 0.16 -3.34
S 5.83 1.56 1.64
C -1.67 -1.79 2.38
H -3.93 -1.01 1.35
N 3.53 0.23 -2.14
C -2.73 2.57 1.15
H 3.27 2.44 -4.47
C -1.43 -0.44 2.21
N 4.30 -0.92 -1.73
C -3.95 -0.88 0.27
N 1.64 1.56 -3.47
H 2.29 -1.89 -1.19
C -5.00 -1.26 -1.84
C -3.95 -0.62 -2.47
C -1.80 4.81 0.88
S 1.82 -1.36 1.68
N 1.27 -1.70 -1.37
N 5.15 0.83 -3.74
C -0.51 2.86 0.26
C -2.84 -0.31 -0.35
H 2.96 -3.56 2.63
H -1.77 -3.42 3.74
N 2.32 -3.90 1.94
H -2.07 0.35 -2.29
N 3.12 1.33 1.08
C -1.29 -1.57 4.74
H 2.31 -4.87 1.70
C 0.43 -2.67 -0.86
Sc 2.02 0.37 -0.39
C 0.72 2.27 -0.34
S -0.93 -3.09 -1.65
H -3.93 -0.51 -3.55
O 3.73 -1.24 -0.56
C -0.62 4.26 0.36
O 4.61 -1.76 -2.63
H -3.55 1.95 1.51
C -5.01 -1.35 -0.46
C -2.82 3.95 1.24
H 0.24 4.85 0.10
C -2.88 -0.12 -1.75
C -1.54 2.01 0.67
H 0.41 -4.24 0.39
C 4.29 1.44 1.29
H -5.84 -1.84 0.05
H -3.74 4.34 1.64
C 3.89 0.86 -3.26
H -1.90 5.89 1.02
N 0.90 -3.37 0.23
C -1.17 0.39 3.31
H -0.78 0.39 5.41
N 2.97 1.63 -3.93
O 1.40 3.01 -1.05
P -1.31 0.19 0.51
H -1.29 -2.01 5.74
C -1.61 -2.34 3.65
H -1.88 -2.45 1.54
H -5.83 -1.66 -2.41
H 1.41 2.34 -2.83
C 1.71 -2.94 1.25
H 1.01 1.53 -4.25
C -1.05 -0.21 4.56
```

As for the energy above the lowest of the compared OMol25 structures with the same formula, charge and spin: 0.286 eV. Its spin multiplicity is 2. As for the max |F|: 0.031 hartree/bohr. As for the HOMO energy (alpha / beta): -7.12 / -7.29 eV. The calculation puts the total energy at -106287.778 eV. The expectation value of S² is 0.754.

Results of the Mulliken charge analysis, in e, for atoms 1 through 4:
1. H 0.4476
2. H 0.2099
3. H 0.2362
4. H 0.2777

(5)
The following is a DFT calculation (ωB97M-V with the def2-TZVPD basis set) of C23H24O5 in the gas phase at a distorted geometry.

XYZ file:
```
52
C23H24O5 | OMol25 | ωB97M-V with the def2-TZVPD basis set
O -2.67 -1.18 0.00
H -6.92 -3.08 0.23
H -5.20 0.12 -1.61
C -3.41 -0.15 -0.50
C 0.31 2.95 0.09
H 7.95 -2.35 0.01
C 6.03 -2.68 0.91
C 6.91 -2.06 0.03
C 0.91 2.35 2.44
C -7.33 -2.37 -0.48
C 6.45 -1.08 -0.83
H -5.67 0.38 0.85
H 1.33 3.34 2.54
C 4.62 0.38 -1.76
H -8.39 -2.60 -0.61
C -0.86 0.31 0.38
H -5.31 -1.34 1.08
H -0.90 -1.79 0.78
C 1.03 1.91 0.98
C 4.24 -1.33 0.05
H -1.59 3.46 -0.75
C 4.70 -2.31 0.91
H -3.55 1.89 -0.99
C 2.66 1.43 -0.58
C -1.43 -0.92 0.41
H 4.13 2.48 -1.63
C -2.93 1.10 -0.58
C -4.80 -0.57 -0.87
C 5.11 -0.70 -0.83
C 4.10 1.59 -0.98
H -0.14 2.36 2.73
C -1.60 1.43 -0.15
H -6.84 -2.52 -1.44
C -5.70 -0.60 0.37
H -4.75 -1.57 -1.31
O 1.79 0.95 -1.26
H 3.81 -0.01 -2.38
H -7.75 -0.82 0.93
H 3.20 -1.05 0.07
H 4.01 -2.78 1.60
H 5.44 0.69 -2.41
H 1.46 1.66 3.07
H 4.70 1.79 -0.09
H 6.39 -3.45 1.58
H 7.14 -0.60 -1.51
C 0.52 0.47 0.86
H -7.53 -0.24 -0.72
O 0.91 3.96 -0.23
O 2.42 1.92 0.64
C -7.15 -0.95 0.03
C -1.05 2.67 -0.27
O 1.21 -0.47 1.22
```

As for the energy above the lowest of the compared OMol25 structures with the same formula, charge and spin: 0.000 eV. Its SMILES is CCCCC1=CC2=CC(=O)[C@](C)(OC(=O)CCc3ccccc3)C(=O)C2=CO1. As for the max |F|: 0.020 hartree/bohr. As for the HOMO energy: -8.40 eV. The calculation puts the total energy at -34478.066 eV.

Results of the Mulliken charge analysis, in e, for atoms 1 through 4:
1. O -0.3429
2. H 0.3022
3. H 0.3810
4. C 0.4536

(6)
The following is a DFT calculation (ωB97M-V with the def2-TZVPD basis set) of a molecular structure, C23H25AsCl2N5O10S6Ta at a distorted geometry.

XYZ file:
```
73
C23H25AsCl2N5O10S6Ta | OMol25 | ωB97M-V with the def2-TZVPD basis set
C 1.96 0.24 2.62
C 1.71 -1.23 -3.73
H -1.48 1.42 -4.37
C -2.51 -2.68 -4.73
Cl 1.32 -1.90 0.02
C 3.14 0.32 3.42
H 0.47 5.52 -1.73
C 0.62 -0.40 2.95
S -2.69 -1.38 0.73
C 3.70 1.07 -0.97
H 1.60 -0.59 5.03
C -0.94 -0.66 -4.66
H 1.11 1.31 -4.36
H -4.96 -3.77 -2.77
S -0.90 -3.45 -1.27
C 4.62 2.98 0.21
As -3.23 0.81 0.24
S -2.90 -5.62 -1.68
C 4.90 2.78 -2.17
H 3.99 1.04 -3.07
N 1.27 -1.63 -5.01
C 4.04 0.95 2.59
H -2.23 -3.00 -3.74
H -5.15 -4.00 -1.02
H -5.28 -2.35 -1.72
C 0.04 -1.38 -5.56
N 2.13 0.79 1.44
C -4.80 -3.32 -1.79
C 4.18 1.59 -2.16
H 3.13 0.15 -0.95
H 1.98 -1.99 -5.63
O -0.20 -1.64 -6.72
H -1.41 0.88 -6.06
C 3.93 1.77 0.21
C 5.12 3.47 -0.98
O 1.23 2.39 -1.96
N 0.74 -0.88 -2.83
N 1.89 4.45 -0.48
H 5.29 3.17 -3.11
N 3.41 1.24 1.42
O -0.19 -0.63 2.04
O 0.42 -0.63 4.17
C 3.48 -0.12 4.81
C 0.63 4.58 -1.20
C -0.49 -0.72 -3.22
S -4.25 0.85 -1.56
H -3.00 -0.65 -4.15
H 5.68 4.40 -0.99
O 2.90 -1.25 -3.49
S -1.01 1.40 0.04
O -1.37 -0.58 -2.30
H 1.88 4.92 0.41
C -2.37 -1.17 -4.87
H 1.83 2.64 -1.23
H 1.02 1.04 -6.11
O 2.51 -0.58 5.56
C 0.45 3.44 -2.20
H 2.68 4.79 -1.02
C 0.50 1.46 -5.25
H 0.41 2.53 -5.39
H -1.89 -3.21 -5.46
C -2.52 -4.02 -1.50
H -0.19 4.45 -0.49
O -3.41 -3.03 -1.62
S -3.94 1.76 1.95
O -0.36 3.48 -3.08
H -3.54 -2.98 -4.90
Cl 5.69 1.33 2.80
C -0.89 0.85 -5.09
Ta -0.72 -0.90 -0.37
H 4.77 3.51 1.14
O 4.62 -0.02 5.22
H -2.67 -0.87 -5.87
```

As for the energy above the lowest of the compared OMol25 structures with the same formula, charge and spin: 1.981 eV. As for the max |F|: 0.025 hartree/bohr. As for the charge: -2. As for the HOMO energy: -3.21 eV. The calculation puts the total energy at -204640.259 eV.

Results of the Mulliken charge analysis, in e, for atoms 1 through 4:
1. C 0.4003
2. C -0.3929
3. H 0.4751
4. C -1.1896

(7)
The following is a DFT calculation (ωB97M-V with the def2-TZVPD basis set) of a molecular structure, C23H25Cl3NOP2S6SbY.

XYZ file:
```
63
C23H25Cl3NOP2S6SbY | OMol25 | ωB97M-V with the def2-TZVPD basis set
Cl -0.13 -2.78 5.61
C 4.37 -2.50 1.74
H -0.38 3.93 -2.04
H 6.00 -2.19 3.09
S -2.16 -0.18 -0.42
C 2.97 -4.18 -1.02
C 2.88 2.10 -2.82
S 0.27 -3.05 0.15
H 3.19 0.65 -5.86
Cl -2.41 -1.15 6.22
Sb -2.78 0.90 1.58
C 3.06 -2.96 1.59
C -0.67 3.08 -1.42
C 4.12 -6.25 -2.47
H 5.79 -4.92 -2.75
H 2.44 -3.85 4.79
C -1.06 -1.06 3.72
C 1.85 3.36 -0.16
C -0.92 -1.20 5.28
C 3.46 1.71 -4.02
C 0.86 0.97 -3.43
H 3.39 1.33 3.30
C 2.74 0.96 -4.93
H 2.65 -0.28 3.63
S -2.79 -0.98 3.17
Cl 0.15 0.09 5.87
H 2.06 4.19 -0.84
H 2.78 2.92 0.19
Y 0.20 -0.32 0.91
H 4.48 2.00 -4.24
P 0.78 2.09 -0.91
H 1.63 1.17 3.58
H 2.32 -7.34 -2.05
H -0.15 0.64 -3.19
O 2.26 0.54 1.75
C 4.30 -3.05 4.08
H 3.46 2.69 -2.12
H -1.17 3.42 -0.51
H 1.34 -3.75 2.58
C 4.23 -4.02 -1.59
C 2.52 0.70 3.15
H 2.98 0.07 1.30
C 4.81 -5.05 -2.30
S 2.69 -1.04 -0.82
S -4.78 1.91 1.64
P 2.24 -2.84 -0.04
H -1.37 2.44 -1.96
H 4.90 -2.09 0.89
N -0.03 -1.02 3.03
C 2.37 -3.45 2.69
H 1.29 -5.49 -0.77
H 1.31 3.74 0.71
H 0.86 -0.02 -5.33
C 1.58 1.74 -2.51
C 2.28 -5.38 -1.19
C 1.43 0.59 -4.63
S -0.82 2.01 2.13
C 4.99 -2.55 2.98
C 2.86 -6.41 -1.91
C 2.99 -3.49 3.93
H 4.57 -7.06 -3.03
H 4.77 -3.08 5.05
H 4.75 -3.07 -1.49
```

As for the energy above the lowest of the compared OMol25 structures with the same formula, charge and spin: 0.016 eV. As for the max |F|: 0.016 hartree/bohr. As for the charge: -1. As for the HOMO energy: -5.31 eV. The calculation puts the total energy at -156541.488 eV.

Results of the Mulliken charge analysis, in e, for atoms 1 through 4:
1. Cl -0.1703
2. C -0.4485
3. H 0.3973
4. H 0.3785

(8)
The following is a DFT calculation (ωB97M-V with the def2-TZVPD basis set) of a molecular structure, C23H25FFeNPSe2Si at a distorted geometry.

XYZ file:
```
55
C23H25FFeNPSe2Si | OMol25 | ωB97M-V with the def2-TZVPD basis set
C -3.35 -1.08 0.50
H 2.12 -5.43 3.05
C 1.39 -3.41 2.91
C 0.18 -2.84 0.89
C -4.03 0.20 2.42
F 0.98 -0.11 -2.67
H 0.91 2.73 -0.59
C 5.05 0.99 -0.06
H -1.12 3.16 0.72
C 3.77 0.36 -2.64
H 5.98 0.54 -0.44
C 1.58 -4.70 2.44
C 0.32 2.53 -1.47
H -2.44 0.96 3.64
C -3.10 3.58 -2.56
C -4.35 -0.52 1.28
H 1.79 -3.11 3.87
H 3.07 -2.37 -1.04
Si 3.53 0.08 -0.78
Se -1.59 -2.74 -1.85
C 1.09 -5.06 1.20
H 5.04 2.03 -0.38
C -2.95 3.76 -0.17
C -5.02 4.44 -1.30
H -0.66 0.03 2.22
Fe 0.96 0.34 -0.81
C -2.70 0.37 2.77
H -3.40 3.99 0.79
H 3.46 -1.98 0.63
H -4.82 0.65 3.02
C -1.66 3.29 -0.21
C -2.01 -0.94 0.86
H 3.69 1.41 -2.92
C -1.81 3.11 -2.60
H -0.02 -4.41 -0.54
H -1.37 2.84 -3.56
H -3.65 3.68 -3.48
H -5.39 -0.63 0.98
C 3.72 -1.76 -0.41
P -0.69 -1.63 -0.21
C -1.01 2.96 -1.43
H 3.05 -0.20 -3.23
Se 2.13 0.81 1.08
C 0.39 -4.14 0.43
H 1.24 -6.07 0.82
C -3.71 3.93 -1.34
N -6.10 4.86 -1.26
H 4.75 -2.07 -0.59
H 4.79 0.02 -2.83
H 0.62 -1.47 2.49
C 0.71 -2.49 2.13
H 5.07 0.97 1.03
C -1.70 -0.18 1.99
H -3.58 -1.65 -0.39
H 0.83 2.38 -2.42
```

Its spin multiplicity is 5. As for the max |F|: 0.055 hartree/bohr. As for the charge: -2. As for the HOMO energy (alpha / beta): -0.86 / -1.24 eV. The calculation puts the total energy at -210714.294 eV. The expectation value of S² is 6.040.

Results of the Mulliken charge analysis, in e, for atoms 1 through 4:
1. C -0.4739
2. H 0.3463
3. C -0.8274
4. C 0.5802

> What is the formula in the fourth record?

C23H24N9O3PS3Sc